The following is a quantum chemistry calculation of C5H8O in the gas phase, from OMol25.

Computed properties:
* SMILES string: OC1CC=CC1
* HOMO level: -8.66 eV
* LUMO level: 0.03255 Eh
* ΔE to the lowest compared entry with this formula, charge and spin: 2.0727 eV

Last column: Mulliken charge in e.
Atoms and positions in Å:
O1 0.97081 -1.88530 -0.06027  -0.568
C1 0.94024 -0.47152 -0.06160  -0.067
C2 0.19504 0.16971 -1.25311  -0.476
C3 -0.83454 1.01572 -0.55457  -0.377
C4 -1.15699 0.58155 0.65249  -0.410
C5 0.10909 -0.00049 1.15769  -0.685
H1 0.04750 -2.15248 0.04770  0.348
H2 1.99219 -0.16511 -0.07549  0.351
H3 -0.31911 -0.61975 -1.83053  0.215
H4 0.82258 0.72569 -1.95015  0.299
H5 -1.14497 1.99837 -0.82447  0.348
H6 -0.18481 -0.85984 1.72180  0.364
H7 -2.00633 0.86465 1.27353  0.393
H8 0.56930 0.79878 1.75698  0.266

The following is a quantum chemistry calculation of 7 unconnected molecules or ions with the total composition C10H32ClO10, from OMol25.

Computed properties:
* HOMO level: -7.00 eV
* net charge: -1
* LUMO level: 0.10998 Eh
* ΔE to the lowest compared entry with this formula, charge and spin: 0.8219 eV

Last column: Mulliken charge in e.
Atoms and positions in Å:
Cl1 -10.93156 -5.98517 12.72318  1.670
O1 -12.03812 -5.52599 13.51253  -0.544
O2 -10.15296 -4.94761 12.14996  -0.754
O3 -9.97726 -6.71573 13.52593  -0.672
O4 -11.43981 -6.77054 11.58051  -0.737
C1 -6.88004 -8.09872 11.67208  -1.243
C2 -6.63294 -6.81761 12.45062  0.956
C3 -5.12688 -6.57959 12.64064  -1.503
O5 -7.17659 -5.71822 11.72531  -0.649
H1 -7.28002 -7.91349 10.67518  0.353
H2 -7.69944 -8.71797 12.03707  0.182
H3 -6.02387 -8.76717 11.58136  0.345
H4 -7.11066 -6.80274 13.43024  0.249
H5 -4.93257 -5.57156 13.00701  0.418
H6 -4.54329 -6.68240 11.72579  0.319
H7 -4.82512 -7.26876 13.42937  0.386
H8 -8.09960 -5.55969 11.93629  0.248
C4 -10.81519 -11.40781 13.49471  -1.166
C5 -10.69798 -11.14659 12.00621  0.320
C6 -12.05588 -10.86258 11.34505  -1.202
O6 -9.92414 -10.00218 11.88444  -0.387
H9 -11.65268 -12.09923 13.58777  0.398
H10 -11.07194 -10.47283 13.99269  0.237
H11 -9.89008 -11.83549 13.88119  0.306
H12 -10.31589 -12.00395 11.45210  0.270
H13 -11.74011 -10.76587 10.30629  0.318
H14 -12.52644 -9.92708 11.64755  0.292
H15 -12.84243 -11.60071 11.50193  0.371
H16 -10.44293 -9.22181 12.09298  0.235
C7 -7.48679 -2.39751 12.44967  -0.557
O7 -6.54822 -3.34553 13.17843  -0.575
H17 -7.22842 -1.43033 12.88085  0.260
H18 -7.15554 -2.38767 11.41127  0.254
H19 -8.52813 -2.63752 12.66441  0.199
H20 -6.50516 -4.19661 12.73637  0.395
C8 -14.73749 -4.69308 11.06530  -0.510
O8 -15.19483 -5.45296 12.17264  -0.495
H21 -13.64941 -4.65745 11.01133  0.142
H22 -15.06337 -5.13617 10.12425  0.263
H23 -15.10630 -3.66816 11.02526  0.254
H24 -14.43753 -5.97530 12.44700  0.323
C9 -9.50981 -4.06768 16.01608  -0.404
O9 -9.91717 -3.98875 17.37672  -0.547
H25 -8.42195 -4.11701 15.96879  0.225
H26 -9.94760 -4.97722 15.60476  0.144
H27 -9.78149 -3.21012 15.40055  0.265
H28 -10.45048 -3.19237 17.43102  0.308
C10 -15.16048 -6.25697 15.65938  -0.552
O10 -14.48749 -4.95545 15.66200  -0.523
H29 -15.61884 -6.61935 16.57954  0.306
H30 -15.86887 -6.35302 14.83655  0.232
H31 -14.40046 -7.03444 15.58178  0.205
H32 -13.69325 -4.94240 15.12291  0.370

The following is a quantum chemistry calculation of a molecular structure, C16H25BrFIN3O3P2S, from OMol25.

Computed properties:
* HOMO level: -11.56 eV
* net charge: +1
* LUMO level: -0.18159 Eh

Last column: Mulliken charge in e.
Atoms and positions in Å:
C1 -1.45732 -3.20604 0.25277  -0.708
C2 -0.99170 -3.75713 1.67229  0.644
O1 -1.82085 -3.68017 2.61514  -0.563
O2 0.28152 -4.28113 1.99425  -0.347
C3 0.99967 -4.77227 0.83461  -0.660
C4 2.07474 -3.67261 0.31551  -0.065
C5 2.88933 -3.10086 1.59515  -0.670
C6 3.83875 -1.91515 1.04811  -0.686
C7 3.23428 -0.44611 1.26507  -0.940
C8 2.82398 0.33022 -0.07635  0.481
P1 2.99023 2.17778 0.48939  0.158
S1 4.60784 3.04244 -0.15737  -0.356
C9 3.65946 0.13327 -1.41508  -1.082
N1 2.76274 0.87535 -2.36538  -0.241
C10 1.40297 1.02588 -1.83948  0.550
N2 0.43855 1.71290 -2.44146  -0.370
I1 -1.41008 1.82620 -1.46634  0.361
P2 0.56072 2.59264 -3.99352  0.316
O3 1.83742 2.00231 -4.94977  -0.491
Br1 -1.31340 1.98410 -5.17013  -0.108
N3 1.37536 0.31107 -0.53110  -0.325
H1 -0.65119 -2.67927 -0.35093  0.169
H2 -2.37744 -2.53973 0.43897  0.284
H3 -1.86246 -4.11565 -0.33124  0.284
H4 0.34790 -5.19472 0.00335  0.352
H5 1.64366 -5.65469 1.20810  0.369
H6 1.60174 -2.83922 -0.29994  -0.142
H7 2.85192 -4.27748 -0.28798  0.320
H8 2.21165 -2.67312 2.40267  0.299
H9 3.55895 -3.91282 2.02626  0.354
H10 4.11722 -2.17141 -0.02537  0.341
H11 4.82417 -1.96145 1.64772  0.389
H12 2.29174 -0.55920 1.89963  0.387
H13 3.95472 0.22747 1.86346  0.491
H14 2.99918 2.25293 1.93815  0.187
H15 1.87135 2.97225 0.05554  0.087
H16 3.56315 -0.95596 -1.77635  0.417
H17 4.72314 0.52394 -1.48703  0.310
H18 2.62216 0.22180 -3.16226  0.388
H19 2.72034 2.23139 -4.55672  0.402
H20 0.95104 0.97638 0.15187  0.394
F1 -4.35657 2.73804 -1.20362  -0.257
C11 -5.12541 3.07496 -0.14598  0.662
C12 -4.77969 2.62336 1.11741  -0.370
C13 -5.56878 2.97455 2.20759  -0.436
C14 -6.69984 3.76414 2.01925  -0.510
C15 -7.03950 4.20750 0.74440  -0.382
C16 -6.24471 3.86573 -0.34439  -0.425
H21 -3.89961 2.00215 1.24359  0.241
H22 -5.30340 2.63303 3.20203  0.359
H23 -7.31745 4.03409 2.86938  0.370
H24 -7.92312 4.81906 0.59880  0.369
H25 -6.48909 4.20926 -1.34267  0.400

The following is a quantum chemistry calculation of 7 unconnected molecules or ions with the total composition C5H23NO8, from OMol25.

Computed properties:
* HOMO level (spin up / spin down): -13.46 / -13.46 eV
* net charge: +1
* multiplicity: 2
* LUMO level (spin up / spin down): -0.14789 / -0.35267 Eh
* ΔE to the lowest compared entry with this formula, charge and spin: 5.3392 eV

Last column: Mulliken charge in e.
Atoms and positions in Å:
C1 1.31145 -0.93622 -1.11614  -0.640
N1 0.72050 -1.58421 0.10273  0.356
C2 0.44925 -2.93706 0.29040  -0.002
O1 -0.03784 -3.49527 1.24367  -0.403
C3 0.38029 -0.97834 -2.39986  -0.580
C4 0.26162 0.57674 -2.91542  -0.772
C5 -1.12510 0.96022 -2.65364  -0.551
O2 -1.33796 0.95780 -1.17578  -0.292
H1 1.68855 0.08691 -0.91867  0.271
H2 2.33576 -1.48134 -1.28028  0.451
H3 0.33459 -0.94517 0.72555  0.294
H4 0.73147 -3.56357 -0.54880  0.451
H5 -0.63943 -1.19330 -2.20138  0.456
H6 0.79583 -1.57222 -3.35170  0.336
H7 0.51414 0.83016 -4.02425  0.388
H8 0.95141 1.35605 -2.52582  0.379
H9 -1.17288 1.94912 -3.11397  0.286
H10 -1.96702 0.32323 -3.05947  0.445
H11 -0.51232 1.09735 -0.66824  0.175
H12 -3.58932 0.91798 -1.48745  0.370
H13 -3.57788 0.08192 -0.08147  0.281
O3 -4.25821 0.41838 -0.75827  -0.611
H14 3.99420 0.31980 0.32612  0.305
H15 2.62389 0.63633 0.77306  0.283
O4 3.43291 0.96979 0.65067  -0.529
H16 0.04790 2.10229 0.84355  0.360
H17 0.93727 1.07319 1.47290  0.164
O5 0.71334 1.32190 0.60879  -0.653
H18 -1.99840 2.39937 2.44340  0.294
H19 -0.61238 2.28548 3.34663  0.307
O6 -1.04206 2.38408 2.40943  -0.640
H20 -0.24485 -2.07421 2.74350  0.367
H21 -1.51268 -1.90445 1.94100  0.287
O7 -1.09037 -1.57796 2.85588  -0.605
H22 0.23322 0.15594 4.18132  0.298
H23 1.53158 0.23131 3.50943  0.295
O8 0.72954 0.80799 3.81259  -0.619

The following is a quantum chemistry calculation of a molecular structure, C7H13NO, from OMol25.

Computed properties:
* HOMO level: -9.51 eV
* LUMO level: 0.02165 Eh
* ΔE to the lowest compared entry with this formula, charge and spin: 6.9281 eV

Last column: Mulliken charge in e.
Atoms and positions in Å:
C1 -1.27609 0.73657 -2.53037  -0.801
C2 -0.43343 1.41739 -1.51871  -0.387
C3 0.28898 0.33578 -0.69050  -0.571
C4 0.79284 0.56979 0.79032  0.160
C5 2.05430 -0.22255 1.15256  -0.521
C6 2.46306 -1.52348 0.34559  -1.158
C7 -1.66812 -0.51513 0.73879  0.255
H1 -2.46564 1.43292 -2.64940  0.216
H2 -0.38889 0.82264 -3.35863  0.260
H3 -1.43769 -0.81609 -2.28481  0.217
H4 -1.13875 1.97961 -0.93681  0.284
H5 0.24005 2.24563 -2.10294  0.322
H6 0.88933 -0.30709 -1.26717  0.160
H7 0.32788 1.51104 1.18508  0.403
H8 2.86178 0.57769 1.03788  0.275
H9 2.19377 -0.49568 2.25654  0.351
H10 3.40434 -2.02003 0.66174  0.345
H11 1.52072 -2.17640 0.37242  0.311
H12 2.34488 -1.34804 -0.72024  0.324
H13 -2.17140 -0.62273 -0.35190  0.119
N1 -0.26694 -0.35558 0.47243  0.012
O1 -2.20513 -0.38557 1.89064  -0.575

The following is a quantum chemistry calculation of CH4N2O3 in the gas phase, from OMol25.

Computed properties:
* HOMO level (spin up / spin down): -5.07 / -10.19 eV
* multiplicity: 3
* LUMO level (spin up / spin down): 0.03659 / -0.06393 Eh
* ΔE to the lowest compared entry with this formula, charge and spin: 5.9595 eV

Last column: Mulliken charge in e.
Atoms and positions in Å:
C1 -0.12521 0.54918 -0.14546  -0.125
N1 -1.20434 -0.11687 -0.24356  -0.251
N2 -1.22431 -1.50156 -0.17682  -0.321
O1 1.85384 2.63517 0.29494  -0.275
O2 -0.23013 1.88912 -0.33310  -0.170
O3 1.07401 2.33275 -0.74552  -0.106
H1 0.89293 0.17333 -0.12681  0.386
H2 -0.31644 -1.94124 -0.03221  0.256
H3 -1.91068 -1.75698 0.50038  0.268
H4 1.50477 3.49427 0.39757  0.339

Please write out number 5 again, unchanged.
The following is a quantum chemistry calculation of a molecular structure, C7H13NO, from OMol25.

Computed properties:
* HOMO level: -9.51 eV
* LUMO level: 0.02165 Eh
* ΔE to the lowest compared entry with this formula, charge and spin: 6.9281 eV

Last column: Mulliken charge in e.
Atoms and positions in Å:
C1 -1.27609 0.73657 -2.53037  -0.801
C2 -0.43343 1.41739 -1.51871  -0.387
C3 0.28898 0.33578 -0.69050  -0.571
C4 0.79284 0.56979 0.79032  0.160
C5 2.05430 -0.22255 1.15256  -0.521
C6 2.46306 -1.52348 0.34559  -1.158
C7 -1.66812 -0.51513 0.73879  0.255
H1 -2.46564 1.43292 -2.64940  0.216
H2 -0.38889 0.82264 -3.35863  0.260
H3 -1.43769 -0.81609 -2.28481  0.217
H4 -1.13875 1.97961 -0.93681  0.284
H5 0.24005 2.24563 -2.10294  0.322
H6 0.88933 -0.30709 -1.26717  0.160
H7 0.32788 1.51104 1.18508  0.403
H8 2.86178 0.57769 1.03788  0.275
H9 2.19377 -0.49568 2.25654  0.351
H10 3.40434 -2.02003 0.66174  0.345
H11 1.52072 -2.17640 0.37242  0.311
H12 2.34488 -1.34804 -0.72024  0.324
H13 -2.17140 -0.62273 -0.35190  0.119
N1 -0.26694 -0.35558 0.47243  0.012
O1 -2.20513 -0.38557 1.89064  -0.575

Please write out number 2 again, unchanged.
The following is a quantum chemistry calculation of 7 unconnected molecules or ions with the total composition C10H32ClO10, from OMol25.

Computed properties:
* HOMO level: -7.00 eV
* net charge: -1
* LUMO level: 0.10998 Eh
* ΔE to the lowest compared entry with this formula, charge and spin: 0.8219 eV

Last column: Mulliken charge in e.
Atoms and positions in Å:
Cl1 -10.93156 -5.98517 12.72318  1.670
O1 -12.03812 -5.52599 13.51253  -0.544
O2 -10.15296 -4.94761 12.14996  -0.754
O3 -9.97726 -6.71573 13.52593  -0.672
O4 -11.43981 -6.77054 11.58051  -0.737
C1 -6.88004 -8.09872 11.67208  -1.243
C2 -6.63294 -6.81761 12.45062  0.956
C3 -5.12688 -6.57959 12.64064  -1.503
O5 -7.17659 -5.71822 11.72531  -0.649
H1 -7.28002 -7.91349 10.67518  0.353
H2 -7.69944 -8.71797 12.03707  0.182
H3 -6.02387 -8.76717 11.58136  0.345
H4 -7.11066 -6.80274 13.43024  0.249
H5 -4.93257 -5.57156 13.00701  0.418
H6 -4.54329 -6.68240 11.72579  0.319
H7 -4.82512 -7.26876 13.42937  0.386
H8 -8.09960 -5.55969 11.93629  0.248
C4 -10.81519 -11.40781 13.49471  -1.166
C5 -10.69798 -11.14659 12.00621  0.320
C6 -12.05588 -10.86258 11.34505  -1.202
O6 -9.92414 -10.00218 11.88444  -0.387
H9 -11.65268 -12.09923 13.58777  0.398
H10 -11.07194 -10.47283 13.99269  0.237
H11 -9.89008 -11.83549 13.88119  0.306
H12 -10.31589 -12.00395 11.45210  0.270
H13 -11.74011 -10.76587 10.30629  0.318
H14 -12.52644 -9.92708 11.64755  0.292
H15 -12.84243 -11.60071 11.50193  0.371
H16 -10.44293 -9.22181 12.09298  0.235
C7 -7.48679 -2.39751 12.44967  -0.557
O7 -6.54822 -3.34553 13.17843  -0.575
H17 -7.22842 -1.43033 12.88085  0.260
H18 -7.15554 -2.38767 11.41127  0.254
H19 -8.52813 -2.63752 12.66441  0.199
H20 -6.50516 -4.19661 12.73637  0.395
C8 -14.73749 -4.69308 11.06530  -0.510
O8 -15.19483 -5.45296 12.17264  -0.495
H21 -13.64941 -4.65745 11.01133  0.142
H22 -15.06337 -5.13617 10.12425  0.263
H23 -15.10630 -3.66816 11.02526  0.254
H24 -14.43753 -5.97530 12.44700  0.323
C9 -9.50981 -4.06768 16.01608  -0.404
O9 -9.91717 -3.98875 17.37672  -0.547
H25 -8.42195 -4.11701 15.96879  0.225
H26 -9.94760 -4.97722 15.60476  0.144
H27 -9.78149 -3.21012 15.40055  0.265
H28 -10.45048 -3.19237 17.43102  0.308
C10 -15.16048 -6.25697 15.65938  -0.552
O10 -14.48749 -4.95545 15.66200  -0.523
H29 -15.61884 -6.61935 16.57954  0.306
H30 -15.86887 -6.35302 14.83655  0.232
H31 -14.40046 -7.03444 15.58178  0.205
H32 -13.69325 -4.94240 15.12291  0.370